(1)
Here is a molecular structure, C26H30BF4N6S3W at a distorted geometry from the Open Molecules 2025 dataset. Energies are from ωB97M-V with the def2-TZVPD basis set.

Atoms and positions in Å:
W  0.5483  -0.8467  -0.2726
N  2.1470  -2.5447  -0.4285
C  2.6729  -3.1315  0.8370
C  2.2887  -2.2428  1.9895
N  0.8287  -1.9226  1.8910
C  0.4595  -0.9341  2.9561
C  1.0286  0.4240  2.6859
N  0.4884  0.9104  1.3906
C  0.0795  -3.1943  2.1742
C  -1.0654  -3.4308  1.2133
N  -0.7591  -2.7989  -0.0914
H  2.8986  -2.0137  -0.8612
H  1.9333  -3.2749  -1.1000
H  2.2689  -4.1345  0.9374
H  3.7554  -3.2244  0.7939
H  2.4949  -2.7389  2.9398
H  2.8626  -1.3249  1.9648
H  -0.6306  -0.8746  2.9807
H  0.7924  -1.3006  3.9287
H  0.7541  1.0878  3.5042
H  2.1130  0.4197  2.6293
H  -0.4199  1.3372  1.5450
H  1.0941  1.6485  1.0460
H  0.7750  -4.0244  2.1301
H  -0.2945  -3.1638  3.1959
H  -1.2209  -4.4998  1.0762
H  -1.9991  -3.0434  1.5999
H  -0.2120  -3.4485  -0.6453
H  -1.6147  -2.6914  -0.6319
S  -4.6483  -2.1690  2.1909
C  -6.2842  -2.2484  2.6734
C  -7.0127  -1.2304  2.1456
C  -6.2295  -0.3710  1.3329
C  -4.9174  -0.7451  1.2531
C  -3.8453  -0.0953  0.5024
C  -2.5357  -0.5830  0.5484
N  -1.5067  -0.0645  -0.1214
C  -1.7278  1.0683  -0.8428
C  -2.9962  1.6393  -0.9489
C  -3.1509  2.8377  -1.7356
C  -2.0936  3.4148  -2.3365
C  -0.7740  2.8514  -2.2060
C  0.3661  3.4104  -2.7893
C  1.6143  2.8269  -2.6255
C  1.6596  1.6477  -1.8521
N  0.5870  1.1122  -1.2894
C  -0.6230  1.6890  -1.4604
C  2.8288  3.3745  -3.2076
C  4.0977  2.8456  -3.2020
C  5.0423  3.6598  -3.8607
C  4.4765  4.7989  -4.3545
S  2.8158  4.8840  -4.0348
C  -4.0582  1.0266  -0.2849
H  -6.6159  -3.0457  3.3234
H  -8.0694  -1.0972  2.3302
H  -6.6436  0.4944  0.8301
H  -2.3179  -1.4092  1.1966
H  -4.1413  3.2677  -1.8257
H  -2.2148  4.3188  -2.9221
H  0.2631  4.3122  -3.3839
H  2.5981  1.1385  -1.7006
H  4.3605  1.8948  -2.7518
H  6.0913  3.4198  -3.9691
H  4.9637  5.5964  -4.8978
H  -5.0505  1.4558  -0.3713
F  4.8248  -1.0628  -0.1145
B  4.7657  0.1693  0.3956
F  4.4837  0.3148  1.6822
F  4.9247  1.2151  -0.3863
F  2.2917  -0.1806  0.0679
S  0.3337  -1.4056  -2.3758

Summary:
Gap between HOMO and LUMO (spin up / spin down), Ha: 0.163 / 0.163
Energy above the lowest of the compared OMol25 structures with the same formula, charge and spin, kJ/mol: 0.00
DFT total energy, hartree: -3022.66659
HOMO level (spin up / spin down), eV: -15.3 / -15.3
Total charge: +3
Strongest force on any atom, Eh/bohr: 0.03403
LUMO energy (spin up / spin down), eV: -10.85 / -10.85

These are the Mulliken partial charges, in e, on atoms 1 to 6: 2.063, -0.400, -0.835, -0.741, -0.270, -0.772

---

(2)
Here is a molecular structure, C26H30BaF3NO4PS2 at a distorted geometry from the Open Molecules 2025 dataset. Energies are from ωB97M-V with the def2-TZVPD basis set.

Atoms and positions in Å:
Ba  0.2131  -2.7160  0.7788
C  -2.5225  -1.3459  -0.2322
C  -1.5970  -1.0416  -1.4195
O  -0.5613  -2.0623  -1.4676
C  0.5989  -1.7419  -2.2892
C  1.6040  -0.8406  -1.5602
O  2.0536  -1.5298  -0.3656
C  2.7236  -0.6898  0.6252
C  1.7341  0.1234  1.4741
O  0.8268  -0.8177  2.1232
C  -0.3959  -0.2394  2.6727
C  -1.5019  -0.0770  1.6159
O  -1.8012  -1.3865  1.0283
H  -2.9687  -2.3337  -0.3561
H  -3.3166  -0.6006  -0.1882
H  -1.1536  -0.0507  -1.3086
H  -2.1775  -1.0633  -2.3440
H  0.2825  -1.2579  -3.2130
H  1.0668  -2.6980  -2.5268
H  1.1394  0.1146  -1.3013
H  2.4577  -0.6507  -2.2140
H  3.4249  -0.0120  0.1393
H  3.2791  -1.3770  1.2654
H  1.1715  0.8264  0.8510
H  2.2738  0.6924  2.2323
H  -0.1836  0.7301  3.1253
H  -0.7303  -0.9271  3.4520
H  -1.1824  0.6242  0.8384
H  -2.3993  0.3176  2.0960
F  0.6660  -10.0627  2.2706
C  0.8669  -9.7166  0.9942
F  -0.0396  -10.3439  0.2439
F  2.0804  -10.1508  0.6381
C  0.7771  -8.2120  0.8401
C  -0.1643  -7.6310  0.0125
C  -0.2072  -6.2468  -0.0511
N  0.6071  -5.4629  0.6530
C  1.5389  -6.0406  1.4184
C  1.6595  -7.4102  1.5488
H  -0.8482  -8.2336  -0.5669
H  -0.9348  -5.7531  -0.6871
H  2.2083  -5.3805  1.9600
H  2.4189  -7.8417  2.1865
S  0.7732  3.6071  2.0000
P  0.0304  3.8005  0.1850
S  -0.1427  2.0183  -0.7877
C  1.0022  4.9413  -0.8369
C  1.3261  6.1831  -0.2887
C  2.1185  7.0700  -0.9961
C  2.5954  6.7256  -2.2558
C  2.2727  5.4952  -2.8051
C  1.4795  4.6009  -2.0952
C  -1.6353  4.5328  0.1878
C  -2.3167  4.7291  1.3815
C  -3.6412  5.1548  1.3645
C  -4.2804  5.3895  0.1583
C  -3.5984  5.1974  -1.0394
C  -2.2835  4.7669  -1.0251
H  0.9690  6.4417  0.7011
H  2.3738  8.0279  -0.5619
H  3.2253  7.4154  -2.8029
H  2.6424  5.2259  -3.7863
H  1.2337  3.6322  -2.5110
H  -1.8000  4.5533  2.3169
H  -4.1719  5.2965  2.2973
H  -5.3100  5.7240  0.1468
H  -4.0970  5.3783  -1.9832
H  -1.7523  4.6092  -1.9567

Summary:
Gap between HOMO and LUMO, Ha: 0.226
Energy above the lowest of the compared OMol25 structures with the same formula, charge and spin, kJ/mol: 0.00
DFT total energy, hartree: -2827.15120
HOMO level, eV: -9.4
Total charge: +1
Strongest force on any atom, Eh/bohr: 0.06082
LUMO energy, eV: -3.22

These are the Mulliken partial charges, in e, on atoms 1 to 6: 2.225, -0.849, 0.421, -0.408, -0.848, 0.478

---

(3)
Here is a molecular structure, C26H30BrNOPd from the Open Molecules 2025 dataset. Energies are from ωB97M-V with the def2-TZVPD basis set.

Atoms and positions in Å:
Pd  1.9015  0.8810  -0.9757
N  2.8623  -0.7162  -2.2887
C  4.2165  -0.3409  -2.4634
C  4.7193  -0.1119  -3.7348
C  6.0314  0.3016  -3.9024
C  6.8416  0.4785  -2.7937
C  6.3281  0.2510  -1.5249
C  5.0104  -0.1564  -1.3299
C  4.4798  -0.3651  0.0537
C  5.2857  -0.9979  1.0024
C  4.8489  -1.1602  2.3077
C  3.5982  -0.6901  2.6800
C  2.7863  -0.0647  1.7415
C  3.2105  0.1039  0.4285
H  2.3922  -0.9207  -3.1614
H  2.7642  -1.5045  -1.6567
H  4.0795  -0.2634  -4.5967
H  6.4157  0.4819  -4.8975
H  7.8662  0.8043  -2.9126
H  6.9499  0.4164  -0.6543
H  6.2582  -1.3767  0.7101
H  5.4828  -1.6577  3.0304
H  3.2528  -0.8158  3.6988
H  1.8075  0.2934  2.0429
C  -5.6975  1.7879  0.8604
C  -4.4667  1.9321  1.7666
C  -4.6636  1.0794  3.0275
C  -4.3540  3.3965  2.1900
C  -3.2236  1.4563  1.0176
C  -2.1346  2.2681  0.7739
C  -1.0497  1.7534  0.0819
Br  0.4410  2.9402  -0.2162
C  -0.9650  0.4418  -0.4111
O  0.0643  -0.0100  -1.1043
C  -2.0832  -0.3989  -0.1342
C  -3.1573  0.1360  0.5524
C  -2.0655  -1.8583  -0.5903
C  -3.3397  -2.6033  -0.1855
C  -0.8803  -2.5890  0.0618
C  -1.9566  -1.9319  -2.1208
H  -6.5952  2.1224  1.3854
H  -5.8522  0.7512  0.5588
H  -5.5844  2.3879  -0.0442
H  -5.5539  1.4073  3.5694
H  -3.8037  1.1694  3.6937
H  -4.7903  0.0242  2.7829
H  -5.2613  3.6955  2.7176
H  -4.2379  4.0569  1.3285
H  -3.5103  3.5562  2.8644
H  -2.1022  3.2952  1.1073
H  -4.0031  -0.5063  0.7527
H  -3.4748  -2.6232  0.8978
H  -3.2679  -3.6370  -0.5281
H  -4.2312  -2.1656  -0.6393
H  -0.9803  -2.5797  1.1494
H  0.0672  -2.1234  -0.1999
H  -0.8633  -3.6316  -0.2657
H  -2.8176  -1.4490  -2.5882
H  -1.9425  -2.9775  -2.4390
H  -1.0527  -1.4432  -2.4763

Summary:
Gap between HOMO and LUMO (spin up / spin down), Ha: 0.285 / 0.247
Energy above the lowest of the compared OMol25 structures with the same formula, charge and spin, kJ/mol: 0.00
DFT total energy, hartree: -3840.59916
HOMO level (spin up / spin down), eV: -7.3 / -7.6
Strongest force on any atom, Eh/bohr: 0.00877
Multiplicity: 3
LUMO energy (spin up / spin down), eV: 0.43 / -0.91

These are the Mulliken partial charges, in e, on atoms 1 to 6: -0.229, -0.462, 0.776, -0.891, -0.591, -0.720

---

(4)
Here is a molecular structure, C26H30CeCl2N3O4 from the Open Molecules 2025 dataset. Energies are from ωB97M-V with the def2-TZVPD basis set.

Atoms and positions in Å:
Ce  -0.2234  0.0907  -0.2619
N  0.3198  -1.3220  -2.4953
C  0.6767  -2.7494  -2.4554
C  1.4619  -3.0113  -1.1854
N  0.7236  -2.5033  -0.0285
C  -0.2855  -3.4329  0.5086
C  -1.6903  -3.0743  0.0669
N  -1.9571  -1.6926  0.4806
H  1.1110  -0.7852  -2.8430
H  -0.4305  -1.1343  -3.1510
H  -0.2456  -3.3309  -2.4633
H  1.2491  -3.0594  -3.3338
H  1.6852  -4.0804  -1.0917
H  2.4147  -2.4830  -1.2282
H  1.3665  -2.2751  0.7228
H  -0.0523  -4.4654  0.2275
H  -0.2361  -3.3868  1.5984
H  -1.7905  -3.1235  -1.0185
H  -2.4122  -3.7820  0.4857
H  -2.8497  -1.3336  0.1604
H  -1.9669  -1.6333  1.4965
Cl  1.1281  0.9740  7.4114
C  0.9529  0.5585  5.7434
C  1.3808  -0.6941  5.3020
C  1.2515  -1.0499  3.9786
Cl  1.8190  -2.5965  3.4526
C  0.6748  -0.1782  3.0297
O  0.5637  -0.5212  1.7834
C  0.2770  1.0970  3.5001
C  -0.2197  2.0971  2.5881
O  -0.3785  1.9553  1.3778
C  0.4141  1.4529  4.8508
H  1.8235  -1.3897  6.0019
H  -0.4582  3.0762  3.0298
H  0.1017  2.4337  5.1854
C  -1.8236  2.1676  -4.2644
C  -1.8637  1.7740  -2.8141
O  -0.9776  0.9925  -2.4107
C  -2.8786  2.3028  -1.9370
C  -3.7273  3.3371  -2.3931
C  -4.6796  3.8923  -1.5809
C  -4.8190  3.4143  -0.2720
C  -4.0269  2.3985  0.2030
C  -3.0424  1.8100  -0.6161
O  -2.3269  0.8236  -0.1281
H  -1.0651  1.5782  -4.7723
H  -1.5637  3.2242  -4.3553
H  -2.7905  2.0343  -4.7472
H  -3.6119  3.7099  -3.4010
H  -5.3124  4.6907  -1.9410
H  -5.5645  3.8507  0.3810
H  -4.1408  2.0208  1.2097
C  1.6060  1.5935  -0.7462
C  2.7266  0.6643  -0.6087
C  3.2093  0.2829  0.6532
C  4.2261  -0.6520  0.7718
C  4.7996  -1.2129  -0.3616
C  4.3564  -0.8289  -1.6203
C  3.3224  0.0849  -1.7418
H  1.4403  1.9813  -1.7516
H  1.5020  2.3534  0.0227
H  2.7988  0.7462  1.5404
H  4.5851  -0.9292  1.7546
H  5.6068  -1.9267  -0.2630
H  4.8251  -1.2367  -2.5071
H  3.0108  0.4118  -2.7291

Summary:
Gap between HOMO and LUMO (spin up / spin down), Ha: 0.257 / 0.258
Energy above the lowest of the compared OMol25 structures with the same formula, charge and spin, kJ/mol: 0.00
DFT total energy, hartree: -2869.43060
HOMO level (spin up / spin down), eV: -10.4 / -10.4
Total charge: +1
Strongest force on any atom, Eh/bohr: 0.00757
LUMO energy (spin up / spin down), eV: -3.40 / -3.39

These are the Mulliken partial charges, in e, on atoms 1 to 6: 0.973, -0.262, -0.948, -0.205, 0.347, -0.676

---

(5)
Here is a molecular structure, C26H30ClN5O9Sm at a distorted geometry from the Open Molecules 2025 dataset. Energies are from ωB97M-V with the def2-TZVPD basis set.

Atoms and positions in Å:
Sm  -0.0117  0.1407  -1.9007
Cl  2.2660  -1.0748  -3.0167
N  0.4139  -2.3576  -0.2889
N  -1.5209  1.9016  -0.1841
C  0.1708  -3.2273  -1.2178
C  -2.6295  2.1971  -0.7809
C  1.1132  -3.0786  0.8209
C  1.4938  -4.4023  0.1552
C  0.1618  -3.2807  1.9977
C  2.3178  -2.2799  1.2723
H  -0.7436  -3.8219  1.6902
H  -0.1226  -2.3086  2.4194
H  0.6620  -3.8637  2.7816
H  2.9454  -2.0440  0.4059
H  2.9050  -2.8522  2.0021
H  1.9854  -1.3485  1.7394
C  -1.3635  2.8796  0.9541
C  -2.6906  3.6346  0.9448
C  -0.2128  3.8294  0.6658
C  -1.1343  2.1556  2.2652
H  -1.9664  1.4702  2.4600
H  -1.0837  2.8873  3.0837
H  -0.1953  1.5942  2.2411
H  -0.3713  4.3289  -0.2971
H  0.7274  3.2724  0.6335
H  -0.1531  4.5879  1.4576
O  -3.3942  3.1311  -0.2516
H  -2.5939  4.7212  0.8172
H  -3.3349  3.4284  1.8105
O  0.6602  -4.4455  -1.0771
H  1.2766  -5.3105  0.7325
H  2.5440  -4.4209  -0.1713
C  -0.6815  -2.8866  -2.4150
C  -3.1125  1.5065  -2.0170
C  -3.1041  0.0536  -1.6846
H  -2.4116  1.7394  -2.8133
H  -4.1023  1.8577  -2.2835
C  -2.0621  -0.8449  -1.8153
C  -1.8759  -2.1403  -1.8782
H  0.4036  1.2469  -3.3506
C  -2.9393  -2.7560  -1.1532
C  -4.0296  -1.9890  -0.7007
C  -2.8762  -4.2076  -0.9387
C  -4.1340  -0.6173  -0.9592
H  -4.8247  -2.4922  -0.1401
C  -5.3025  0.1720  -0.5322
H  -5.9953  -0.4913  0.0138
H  -5.8109  0.6042  -1.4212
H  -5.0367  1.0297  0.1273
H  -2.7264  -4.7231  -1.9092
H  -3.8224  -4.5182  -0.4703
H  -2.0343  -4.5094  -0.2751
H  -1.0052  -3.7743  -2.9382
H  -0.0776  -2.2706  -3.0806
O  7.2586  2.4495  1.4085
N  6.5773  2.6070  0.3756
O  7.0546  3.0378  -0.6925
C  5.1744  2.2643  0.4246
C  4.6336  1.7701  1.6169
C  3.3182  1.3212  1.6591
C  2.4996  1.2540  0.4468
O  1.4228  0.5972  0.3807
C  3.0571  1.9795  -0.7104
C  4.3790  2.4165  -0.7131
N  2.2807  2.3152  -1.8537
O  1.0202  2.0872  -1.8742
O  2.8149  2.9183  -2.8151
N  2.7842  0.8939  2.9439
O  3.5830  0.8623  3.9137
O  1.5806  0.5710  3.0595
H  5.2463  1.7284  2.5151
H  4.7553  2.8940  -1.6147

Summary:
Gap between HOMO and LUMO (spin up / spin down), Ha: 0.209 / 0.199
DFT total energy, hartree: -3077.59129
HOMO level (spin up / spin down), eV: -4.4 / -4.3
Total charge: -1
Strongest force on any atom, Eh/bohr: 0.14716
Multiplicity: 6
LUMO energy (spin up / spin down), eV: 1.26 / 1.12

These are the Mulliken partial charges, in e, on atoms 1 to 6: 0.513, -0.571, 0.506, 0.380, 0.324, 0.537

---

(6)
Here is C26H30N4O2 in the gas phase from the Open Molecules 2025 dataset. Energies are from ωB97M-V with the def2-TZVPD basis set.

Atoms and positions in Å:
C  -4.2407  -1.9296  -0.7361
H  -5.1696  -2.3245  -0.3335
H  -3.7214  -2.7407  -1.2412
H  -4.4861  -1.1649  -1.4692
C  -3.3959  -1.3426  0.4070
N  -2.2172  -0.5932  -0.0140
C  -2.4963  0.6962  -0.6223
C  -3.0796  1.7333  0.3406
C  -2.2384  1.9144  1.6070
N  -0.8514  2.2062  1.3158
C  -0.4531  3.3778  0.7961
O  -1.1972  4.3037  0.5477
C  1.0589  3.4833  0.5749
N  1.7203  2.2479  0.2088
C  2.6232  1.7239  1.1312
O  2.7328  2.2136  2.2416
C  3.4039  0.6124  0.6551
C  4.4688  -0.0378  1.2492
C  4.9198  -0.9963  0.3353
C  4.1228  -0.9150  -0.7813
N  3.2044  0.0621  -0.5908
C  2.2115  0.5312  -1.4343
C  1.9372  -0.0722  -2.6570
C  0.9716  0.4469  -3.4955
C  0.2757  1.5845  -3.1180
C  0.5244  2.1858  -1.8995
C  1.4858  1.6682  -1.0285
H  -0.0379  3.0632  -1.6267
H  -0.4742  2.0035  -3.7711
H  0.7662  -0.0299  -4.4410
H  2.4855  -0.9528  -2.9485
H  4.1722  -1.4851  -1.6864
H  5.7388  -1.6739  0.4733
H  4.8616  0.1771  2.2218
H  1.5062  3.7941  1.5270
H  1.2518  4.2609  -0.1697
H  -0.1745  1.4712  1.4471
H  -2.2728  1.0086  2.2124
H  -2.6505  2.7491  2.1822
H  -3.1206  2.6875  -0.1864
H  -4.0962  1.4719  0.6352
H  -3.1722  0.6150  -1.4915
H  -1.5445  1.0874  -0.9879
C  -1.2204  -1.3683  -0.7343
C  -0.0153  -1.7213  0.1073
C  0.1842  -1.1786  1.3668
C  1.2954  -1.5178  2.1188
C  2.2198  -2.4178  1.6201
C  2.0327  -2.9639  0.3612
C  0.9267  -2.6137  -0.3910
H  0.7827  -3.0435  -1.3732
H  2.7502  -3.6693  -0.0321
H  3.0825  -2.6923  2.2073
H  1.4388  -1.0812  3.0962
H  -0.5634  -0.5099  1.7630
H  -1.6439  -2.2997  -1.1281
H  -0.8644  -0.8058  -1.6065
C  -3.0034  -2.4466  1.3891
H  -2.3835  -3.1999  0.9105
H  -2.4478  -2.0325  2.2254
H  -3.8982  -2.9309  1.7724
H  -4.0258  -0.6291  0.9482

Summary:
Gap between HOMO and LUMO, Ha: 0.321
Energy above the lowest of the compared OMol25 structures with the same formula, charge and spin, kJ/mol: 0.00
SMILES: CC(C)N(CCCNC(=O)Cn1c(=O)c2cccn2c2ccccc21)Cc1ccccc1
DFT total energy, hartree: -1378.32651
HOMO level, eV: -8.3
Strongest force on any atom, Eh/bohr: 0.01732
LUMO energy, eV: 0.39

These are the Mulliken partial charges, in e, on atoms 1 to 6: -1.445, 0.470, 0.287, 0.314, 0.151, 1.120